Record 1
{
  "formula": "C5H11EuO4",
  "method": "wB97M-V/def2-TZVPD",
  "de_lowest_kcal_mol": 0.0,
  "multiplicity": 9,
  "homo_ev": [-5.1, -8.2],
  "charge": 0,
  "energy_ev": -32878.3802,
  "e_lumo_ev": [0.147, -0.039],
  "orbital_gap_ev": [5.279, 8.130],
  "max_force_ha_per_bohr": 0.09094,
  "elements": ["H", "H", "C", "H", "H", "C", "C", "H", "H", "O", "H", "C", "Eu", "O", "O", "H", "C", "H", "H", "O", "H"],
  "coordinates": [[-0.380, -3.758, -1.381], [-1.629, -0.960, 2.764], [-0.503, -2.966, -2.128], [1.056, -1.821, -2.795], [-0.073, 3.331, 0.706], [0.535, 2.424, 0.841], [-1.364, -0.615, 1.743], [0.986, 2.431, 1.845], [-1.558, 1.585, 2.396], [-0.303, 1.262, 0.736], [-2.306, -0.701, 1.145], [-0.987, 0.832, 1.845], [1.036, -0.615, -0.046], [0.621, -2.034, -1.965], [2.199, 1.017, -0.180], [2.336, 3.091, -0.082], [1.609, 2.269, -0.234], [-1.526, -2.610, -1.962], [1.132, 2.455, -1.221], [-0.356, -1.373, 1.161], [-0.525, -3.244, -3.190]],
  "mulliken_spin": [0.00, 0.02, 0.00, -0.01, 0.00, 0.04, -0.07, -0.03, 0.02, 0.10, 0.07, 0.81, 7.02, 0.02, 0.00, 0.00, 0.01, 0.00, 0.00, 0.00, 0.00]
}



Record 2
{
  "formula": "C22H25ClO7",
  "method": "wB97M-V/def2-TZVPD",
  "de_lowest_kcal_mol": 1.8,
  "homo_ev": -8.5,
  "charge": 0,
  "energy_ev": -50074.4809,
  "e_lumo_ev": 0.414,
  "orbital_gap_ev": 8.939,
  "max_force_ha_per_bohr": 0.01600,
  "smiles": "CCOc1ccc(Cc2cc([C@@]34OC[C@@](CO)(O3)[C@@H](O)[C@H](O)[C@H]4O)ccc2Cl)cc1",
  "elements": ["C", "O", "H", "C", "O", "Cl", "H", "H", "H", "O", "O", "C", "C", "H", "H", "H", "C", "H", "O", "H", "C", "H", "H", "H", "H", "C", "C", "C", "C", "H", "O", "O", "C", "H", "H", "H", "C", "C", "H", "C", "H", "H", "H", "C", "C", "C", "H", "C", "C", "H", "C", "C", "H", "C", "H"],
  "coordinates": [[3.982, 1.065, -0.581], [-2.556, -0.404, 2.348], [-2.825, 0.967, -2.615], [3.680, 0.365, -1.751], [-1.902, 2.759, 0.762], [0.940, -5.511, 0.284], [5.045, 4.081, -0.042], [-5.946, 0.321, -0.775], [4.183, 3.072, 1.137], [-5.003, 1.100, 1.404], [-1.567, 0.501, -1.056], [0.033, -1.668, -0.233], [2.252, -2.872, -0.397], [-2.904, 1.966, 2.384], [2.722, -3.448, 0.406], [-1.787, -4.941, 0.644], [0.079, -4.013, 0.173], [-4.675, 0.253, 1.740], [-5.055, -0.186, -2.574], [2.902, -1.420, -2.610], [-2.665, 1.244, -1.567], [0.522, -0.745, -0.500], [-2.235, -1.314, 2.290], [2.432, -3.413, -1.330], [-4.662, -1.010, -2.259], [3.718, 0.465, 0.645], [6.286, 2.582, 0.889], [-1.335, -1.657, -0.001], [-2.667, 1.732, 1.332], [-0.875, 0.520, 1.550], [4.502, 2.310, -0.764], [-3.437, -0.522, -0.314], [-4.011, 1.638, 0.577], [-4.330, 2.650, 0.313], [3.885, 0.841, -2.697], [-3.065, -2.824, 0.483], [3.167, -0.804, 0.689], [-1.285, -4.017, 0.403], [7.033, 2.612, 0.100], [-5.173, 0.670, -1.472], [2.967, -1.257, 1.650], [3.933, 0.969, 1.575], [-1.039, 2.793, 1.189], [3.131, -0.897, -1.693], [2.869, -1.505, -0.470], [0.766, -2.842, -0.148], [6.605, 3.227, 1.703], [-1.948, 0.367, 1.341], [4.944, 3.063, 0.346], [6.215, 1.560, 1.254], [-1.998, -2.833, 0.321], [-3.854, 0.791, -0.704], [-2.463, 2.312, -1.477], [-2.073, -0.343, -0.043], [-5.457, 1.650, -1.858]],
  "nbo_charge": [0.29, -0.73, 0.20, -0.25, -0.71, 0.00, 0.19, 0.19, 0.17, -0.71, -0.53, -0.22, -0.44, 0.19, 0.23, 0.23, -0.03, 0.49, -0.71, 0.21, -0.11, 0.25, 0.49, 0.23, 0.48, -0.26, -0.64, 0.02, 0.06, 0.17, -0.49, -0.55, 0.07, 0.20, 0.23, 0.23, -0.20, -0.22, 0.22, -0.07, 0.21, 0.21, 0.48, -0.18, -0.06, -0.02, 0.22, 0.03, -0.06, 0.21, -0.24, 0.17, 0.21, 0.48, 0.19]
}



Record 3
{
  "formula": "C29H24F2N5S4Tl",
  "method": "wB97M-V/def2-TZVPD",
  "de_lowest_kcal_mol": 0.0,
  "homo_ev": -0.8,
  "charge": -2,
  "energy_ev": -91384.0982,
  "e_lumo_ev": 4.352,
  "orbital_gap_ev": 5.120,
  "max_force_ha_per_bohr": 0.00210,
  "elements": ["H", "H", "S", "C", "C", "H", "H", "C", "H", "C", "C", "N", "C", "N", "H", "N", "C", "H", "H", "C", "H", "C", "F", "C", "C", "H", "C", "C", "S", "H", "C", "H", "H", "C", "C", "C", "F", "H", "H", "C", "C", "H", "C", "Tl", "S", "C", "H", "C", "H", "H", "C", "H", "N", "C", "C", "C", "H", "H", "H", "H", "C", "C", "C", "N", "S"],
  "coordinates": [[3.923, -2.723, -2.760], [0.810, 1.092, 2.023], [1.692, 4.214, -1.156], [0.955, -0.152, -4.930], [2.877, 0.301, -3.602], [-0.448, -4.797, -2.259], [-6.051, -0.129, 3.794], [-3.638, 1.613, 2.116], [0.607, -4.816, -4.505], [2.892, -0.216, -1.164], [0.467, -2.390, 3.473], [0.982, -0.755, -2.610], [-1.388, 5.189, 2.073], [1.079, -3.782, -1.341], [-0.766, 6.070, 1.991], [2.397, -1.111, -0.137], [-3.457, 4.099, 2.564], [3.983, -0.341, -1.322], [-4.491, 4.121, 2.879], [-3.368, 0.722, 1.056], [0.401, -0.110, -5.859], [-0.417, -0.192, 3.245], [-5.774, -1.909, 1.923], [-0.882, 3.949, 1.709], [2.956, -3.206, -2.694], [2.730, 0.810, -5.678], [2.724, -0.612, 1.206], [-2.877, 2.892, 2.172], [-1.444, 3.173, -1.923], [0.139, 3.835, 1.353], [-5.053, -0.744, 1.980], [2.858, 0.467, 1.141], [-1.383, -1.764, 4.364], [2.830, -2.493, -0.277], [0.527, -4.343, -2.411], [-4.591, 1.280, 3.067], [-4.841, 2.104, 4.136], [2.747, 0.814, -0.808], [2.501, -3.032, 0.611], [1.611, -0.894, 2.184], [2.373, -3.789, -3.803], [3.938, -2.543, -0.320], [-4.102, -0.470, 1.021], [-1.141, 0.887, -0.297], [0.551, 3.089, -2.462], [-0.532, -1.476, 3.759], [3.663, -1.057, 1.573], [0.377, -0.688, -3.792], [3.869, 0.715, -3.468], [-3.933, -1.212, 0.244], [-5.322, 0.108, 3.032], [-1.177, 0.559, 3.422], [1.524, -2.120, 2.707], [2.212, -0.262, -2.510], [2.241, 0.357, -4.824], [2.262, -3.190, -1.485], [-0.637, -1.077, -3.824], [2.878, -3.779, -4.761], [0.418, -3.399, 3.875], [-3.140, 6.208, 2.790], [-2.700, 5.257, 2.510], [1.118, -4.364, -3.665], [0.678, 0.106, 2.454], [-1.604, 2.832, 1.768], [2.366, 3.071, 0.429]],
  "nbo_charge": [0.21, 0.25, -0.12, -0.29, -0.26, 0.18, 0.22, -0.25, 0.20, -0.30, 0.02, -0.42, -0.28, -0.40, 0.21, -0.39, -0.26, 0.15, 0.21, -0.33, 0.20, -0.17, -0.36, 0.07, -0.25, 0.20, -0.26, 0.22, -0.71, 0.25, 0.40, 0.25, 0.21, -0.26, 0.04, 0.41, -0.36, 0.30, 0.25, 0.21, -0.18, 0.14, -0.37, 0.61, -0.12, -0.28, 0.17, 0.06, 0.21, 0.20, -0.42, 0.23, -0.46, 0.25, -0.17, 0.25, 0.19, 0.20, 0.17, 0.19, -0.18, -0.28, -0.20, -0.47, -0.75]
}